Computed, not measured: 7 unconnected molecules or ions with the total composition C30H57F9O9S2 in a non-equilibrium geometry, with wB97M-V/def2-TZVPD.

Atoms and positions in Å:
O -0.46193 -0.67396 3.42735
S -0.07257 -1.92871 2.71177
O 1.27225 -1.60438 1.71464
O 0.48693 -3.04545 3.83170
C 0.51502 -4.38408 3.26507
C -0.84998 -4.83676 2.58325
C -2.14221 -4.63738 3.54310
C -3.41212 -4.90854 2.61467
C -4.81345 -4.65237 3.36961
F -4.65662 -4.44964 4.75053
F -5.49100 -5.91021 3.26518
C -5.75968 -3.60540 2.64127
F -7.09049 -3.97537 2.95545
F -5.68435 -3.72453 1.23736
S -5.52394 -1.80698 3.07589
F -6.10163 -1.98636 4.60838
F -7.06749 -1.51426 2.47032
F -4.97147 -1.48699 1.51459
F -3.94264 -1.98292 3.51539
F -5.38207 -0.18644 3.38487
H 1.00949 -0.91152 1.06537
H 1.32333 -4.41616 2.45473
H 0.83504 -5.11908 4.06429
H -0.81641 -5.96561 2.37113
H -1.02487 -4.35955 1.55560
H -2.09954 -3.60326 3.99907
H -2.08601 -5.45835 4.32045
H -3.35084 -6.00351 2.29108
H -3.31532 -4.29027 1.67020
C -7.41823 -9.98106 4.25195
C -6.64616 -10.59241 5.40180
C -5.21008 -10.32045 4.99653
O -5.21732 -9.10512 4.23646
C -6.57402 -8.76662 3.91672
H -8.44959 -9.72677 4.50075
H -7.43126 -10.67332 3.40384
H -6.87981 -10.06073 6.32971
H -6.85186 -11.65285 5.55547
H -4.82086 -11.11680 4.35290
H -4.54490 -10.21149 5.85608
H -6.85770 -7.90459 4.52953
H -6.64390 -8.48342 2.86450
C 3.90303 2.87736 0.25437
C 4.43567 1.49336 -0.04580
C 3.28664 0.61048 0.40066
O 2.08239 1.36412 0.19880
C 2.43072 2.72844 -0.07540
H 4.38901 3.66885 -0.31876
H 4.02670 3.09984 1.31952
H 4.59543 1.38413 -1.12230
H 5.37299 1.26244 0.46320
H 3.35740 0.37256 1.46734
H 3.23191 -0.32496 -0.16189
H 2.24127 2.91602 -1.13792
H 1.79789 3.39530 0.51382
C 5.33094 0.72378 -5.63309
C 4.80432 2.12745 -5.42375
C 4.27643 2.05754 -4.00404
O 5.08789 1.09978 -3.30629
C 5.88499 0.38710 -4.26215
H 6.07836 0.64811 -6.42431
H 4.50371 0.04977 -5.87775
H 5.62893 2.84550 -5.48089
H 4.04330 2.42407 -6.14689
H 3.24153 1.69943 -3.98119
H 4.32278 3.02197 -3.49228
H 6.92026 0.72987 -4.15742
H 5.84895 -0.68265 -4.04564
C -9.53679 -2.61592 -1.66970
C -8.47201 -3.24918 -0.80007
C -8.12611 -4.49949 -1.58532
O -8.33518 -4.18996 -2.96961
C -9.03972 -2.94487 -3.06438
H -9.66065 -1.54477 -1.50347
H -10.50055 -3.10375 -1.49123
H -7.59956 -2.59039 -0.74293
H -8.80472 -3.46320 0.21678
H -8.79012 -5.33028 -1.32312
H -7.09264 -4.81861 -1.43255
H -8.33472 -2.18703 -3.42325
H -9.85130 -3.03620 -3.78938
C 7.15237 7.15348 -2.27845
C 7.68929 5.76998 -2.57912
C 6.54136 4.88469 -2.13398
O 5.33611 5.63426 -2.33550
C 5.68130 7.00095 -2.60889
H 7.63613 7.94590 -2.84998
H 7.27478 7.37545 -1.21311
H 7.85007 5.66053 -3.65660
H 8.62669 5.54086 -2.06974
H 6.61328 4.64674 -1.06697
H 6.49083 3.94931 -2.69719
H 5.49201 7.18907 -3.67127
H 5.04808 7.66582 -2.01956
C 5.43459 12.42462 -2.33488
C 6.86524 12.30351 -1.85668
C 6.99225 10.81124 -1.61800
O 6.11572 10.16535 -2.55185
C 5.26611 11.15567 -3.14787
H 5.23922 13.32921 -2.91258
H 4.75427 12.41237 -1.47733
H 7.54980 12.61433 -2.65236
H 7.08377 12.89712 -0.96782
H 6.66509 10.54061 -0.60831
H 8.01271 10.44895 -1.76201
H 5.59508 11.30077 -4.18260
H 4.23475 10.79690 -3.15756

HOMO-LUMO gap ... 0.3069 hartree
E_LUMO ... -0.9 eV
Energy above the lowest of the compared OMol25 structures with the same formula, charge and spin ... 277.8 kJ/mol
HOMO ... -9.239 eV
Strongest force on any atom ... 4.3 eV Å⁻¹
Calculated total energy ... -96582.7464 eV